The following is a quantum chemistry calculation of a molecular structure, C18H28DyN3O2P, from OMol25.

Geometry as XYZ:
```
53
Properties=species:S:1:pos:R:3:lowdin_spin:R:1
Dy -0.0971 -0.1086 -0.1271 5.042
P 1.8440 1.6416 0.1129 0.009
O 1.2751 -1.9311 0.4765 -0.010
O -1.0818 0.7249 2.9060 -0.016
N -1.5759 -1.4158 -0.8841 -0.004
N 0.8225 -0.3669 -1.9983 -0.004
N -1.4506 1.9312 -0.6605 -0.002
C 3.1143 1.2739 1.2684 0.001
C -1.3583 2.8042 -1.7690 0.278
C -0.7896 -2.1999 -1.8937 0.001
C -3.1233 3.4974 -0.5223 0.116
C -3.2595 1.7416 1.1947 0.062
C 2.3645 1.4208 -1.5466 0.005
C -2.6027 -0.5862 -1.5236 0.003
C 0.1737 -1.3344 -2.6930 0.002
C 2.1657 0.2302 -3.7863 0.000
C -2.5819 2.3317 0.0899 0.287
C -2.3683 3.7832 -1.6683 0.107
C 1.8091 0.4377 -2.4647 0.002
C 1.5303 -0.7404 -4.5490 0.000
C -0.4877 2.8215 -2.9040 0.059
C -0.6645 0.4096 1.7859 -0.027
C 0.5251 -1.5322 -3.9975 0.000
C -2.1252 -2.2891 0.1742 0.001
C 1.2556 3.2739 0.4411 0.003
H -1.0827 2.8083 -3.8246 0.017
H 0.1377 1.9204 -2.9400 0.000
H 1.7453 -1.6675 1.2981 0.000
H -3.3417 -1.2575 -1.9774 0.001
H 0.8721 3.3467 1.4699 0.000
H -1.5055 -2.6941 -2.5543 0.000
H 2.9602 0.8469 -4.2170 0.000
H 1.9277 -1.7738 -0.2435 0.000
H -3.9886 4.0304 -0.1880 0.001
H -0.2306 -2.9618 -1.3407 0.000
H 0.0113 -2.3209 -4.5660 0.000
H 3.9033 2.0034 1.0788 0.000
H -3.1669 2.3891 2.0885 0.022
H -2.8054 -3.0094 -0.3038 0.001
H 3.5264 0.2634 1.1414 0.000
H -3.0835 0.0483 -0.7728 0.001
H -1.3057 -2.8212 0.6744 0.000
H 1.8319 -0.8823 -5.5886 0.000
H 2.7545 1.3837 2.3040 0.000
H 0.1432 3.7210 -2.8875 0.022
H -2.1422 0.0457 -2.2885 0.000
H -2.9833 0.7132 1.4292 0.001
H -4.3365 1.6751 0.9576 0.016
H 3.1661 2.0511 -1.9223 0.001
H 0.4590 3.5722 -0.2480 0.002
H 2.1212 3.9223 0.3173 0.000
H -2.5430 4.5780 -2.3621 0.001
H -2.6710 -1.6807 0.9004 0.000
```

⟨S²⟩ = 12.601
E_HOMO (spin up / spin down) = -13.014 / -13.022 eV
Gap between HOMO and LUMO (spin up / spin down) = 4.831 / 4.838 eV
Total charge = +2
LUMO level (spin up / spin down) = -0.301 / -0.301 hartree
Multiplicity = 7

The following is a quantum chemistry calculation of a molecular structure, C18H28FeO3P, from OMol25.

Geometry as XYZ:
```
51
Properties=species:S:1:pos:R:3:lowdin_spin:R:1
Fe 3.3002 -1.3560 1.7446 2.651
P -1.4373 0.5529 -0.6049 0.551
O 1.1453 -0.4724 3.6457 -0.049
O 4.7198 -2.9954 3.8802 -0.033
O 5.0377 1.0509 2.4040 -0.034
C -0.2409 2.8229 0.4689 0.006
C -1.8376 1.1705 -2.3275 0.088
C 4.1876 -2.3702 3.0915 0.007
C -3.0096 -0.3290 -0.1066 0.083
C -3.1180 -0.4113 1.4072 0.003
C 2.2786 -2.9843 0.8302 0.126
C 2.4613 -0.5830 -0.0561 0.139
C 4.4261 -2.0574 0.0688 0.122
C -0.9667 2.3459 -2.7334 0.003
C -2.7661 2.9431 0.1585 0.031
C -1.5606 2.0697 0.4673 0.071
C -3.0320 -1.7245 -0.7006 0.006
C 3.8169 -0.7975 -0.2543 0.009
C 4.3851 0.1474 2.1711 0.007
C -1.6402 0.0427 -3.3241 0.006
C 3.6392 -3.1329 0.6048 0.008
C 1.5528 -1.7040 0.4328 0.082
C 1.9859 -0.7998 2.9509 -0.027
H -3.7008 2.3840 0.2374 0.001
H 4.1338 -4.0728 0.8650 -0.002
H 5.5000 -2.1933 -0.0763 0.007
H -2.1414 -2.2807 -0.4009 0.003
H 0.0571 3.1352 -0.5311 0.000
H 0.0907 2.0891 -2.6431 0.002
H -2.8279 3.7881 0.8496 0.007
H -1.6858 1.6502 1.4750 0.000
H 1.7074 -3.8034 1.2719 0.004
H -1.1527 3.2391 -2.1380 0.000
H 0.5667 2.2036 0.8677 0.001
H 2.0232 0.3904 -0.2829 0.009
H -1.1420 2.6151 -3.7772 0.001
H -3.0755 -1.7186 -1.7873 0.000
H 4.4453 0.0113 -0.6378 -0.002
H -1.8031 0.3892 -4.3471 0.000
H -2.7276 3.3608 -0.8476 0.001
H -0.2991 3.7276 1.0807 0.000
H -0.6200 -0.3439 -3.2686 0.003
H -3.2584 0.5638 1.8755 0.000
H -3.9033 -2.2880 -0.3571 0.000
H -3.9677 -1.0278 1.7094 0.001
H -2.2192 -0.8655 1.8299 0.002
H 0.8920 -1.9696 -0.4231 0.048
H 0.8436 -1.3607 1.2131 0.022
H -2.3241 -0.7876 -3.1676 0.000
H -3.8459 0.2600 -0.5073 0.016
H -2.8928 1.4758 -2.3010 0.017
```

⟨S²⟩ = 6.181
E_HOMO (spin up / spin down) = -8.578 / -10.175 eV
Gap between HOMO and LUMO (spin up / spin down) = 6.325 / 2.744 eV
Total charge = +1
ΔE to the lowest compared entry with this formula, charge and spin = 0.000 eV
LUMO level (spin up / spin down) = -0.083 / -0.273 hartree
Multiplicity = 5

The following is a quantum chemistry calculation of a single C18H28N2 molecule, from OMol25.

Geometry as XYZ:
```
48
Properties=species:S:1:pos:R:3:lowdin_charge:R:1
N 3.4036 -1.3238 -1.1379 -0.067
N 0.5763 -0.6309 -1.0768 -0.108
C -1.4047 2.7393 2.1040 -0.109
C 2.4995 -1.8534 -0.1386 -0.186
C 0.0851 -0.2379 3.7469 -0.103
C 0.7216 -0.9033 2.5318 -0.262
C -1.4035 1.4410 -0.3604 -0.188
C -2.4985 1.3428 0.4909 -0.040
C -0.3056 2.8330 1.2674 -0.077
C -2.5022 1.9908 1.7130 -0.088
C -1.4085 0.7273 -1.6736 -0.387
C -0.7784 -0.6583 -1.6106 -0.122
C 0.1614 -2.4888 0.5604 -0.154
C -0.3427 -1.4936 1.6105 -0.199
C -0.3055 2.1900 0.0426 -0.023
C 2.9162 -0.0278 -1.5644 -0.208
C -1.3067 1.5386 -2.9344 -0.085
C 1.0259 -1.9337 -0.5885 -0.301
C 1.4852 -0.1140 -2.0887 -0.183
C -2.6102 0.8990 -2.5598 -0.077
H 0.5522 2.2690 -0.6068 0.109
H 2.8394 -2.8539 0.1396 0.123
H 1.4772 -0.7607 -2.9915 0.129
H -3.3533 0.7527 0.1914 0.120
H -0.8650 -0.6722 1.1232 0.083
H -1.4002 -1.2757 -0.9619 0.122
H -2.9482 0.0516 -3.1380 0.104
H 0.8478 0.2049 4.3836 0.070
H 0.7468 -3.2644 1.0612 0.112
H 3.4316 -1.9504 -1.9401 0.106
H -0.7121 -2.9881 0.1321 0.103
H -0.4726 -0.9643 4.3349 0.072
H -1.0688 -2.0291 2.2298 0.116
H 0.5549 3.4116 1.5711 0.103
H -0.7986 -1.1094 -2.6211 0.137
H -3.4093 1.5400 -2.2194 0.104
H 1.2965 -0.1539 1.9877 0.094
H -1.2228 2.6115 -2.8424 0.110
H -1.4063 3.2468 3.0579 0.103
H 2.5795 -1.2041 0.7321 0.102
H -0.5980 0.5467 3.4297 0.048
H -0.7687 1.1298 -3.7772 0.101
H 3.5763 0.3674 -2.3401 0.115
H 0.9832 -2.6757 -1.4185 0.148
H 1.4019 -1.6902 2.8667 0.109
H 2.9496 0.6377 -0.6979 0.117
H -3.3615 1.9091 2.3631 0.103
H 1.1403 0.8772 -2.3830 0.103
```

E_HOMO = -8.473 eV
Gap between HOMO and LUMO = 9.406 eV
ΔE to the lowest compared entry with this formula, charge and spin = 0.000 eV
LUMO level = 0.034 hartree
Multiplicity = 1

The following is a quantum chemistry calculation of a single C18H28N4O4 molecule, from OMol25.

Geometry as XYZ:
```
54
Properties=species:S:1:pos:R:3:lowdin_charge:R:1
O 1.1743 -3.4356 -0.0327 0.049
O 3.7455 0.1565 0.6308 0.093
O -0.1794 0.8491 -1.5339 0.021
O -2.6804 -0.7360 3.2237 -0.124
N 2.3866 -1.5866 0.2348 0.208
N -1.8628 -1.0416 -1.8231 0.076
N 1.7627 0.5324 -0.4463 0.112
N -3.3556 -0.6885 0.4776 -0.181
C -3.4481 -1.7640 2.6479 -0.194
C 2.7058 -0.2562 0.1731 -0.465
C 3.5310 4.4495 -0.2242 -0.205
C 3.2818 2.2516 -1.4011 -0.138
C -3.2891 -1.1828 -1.9178 -0.138
C 2.2895 4.1499 0.6102 -0.196
C -4.2646 -1.2548 1.4566 -0.165
C 3.4412 3.7584 -1.5814 -0.196
C -1.5292 -3.1794 -0.7659 0.011
C 1.2335 -2.2289 -0.1884 -0.414
C 2.1257 2.6443 0.7964 -0.138
C -1.8113 -0.1731 2.2695 -0.185
C 0.2439 -1.3530 -0.7839 -0.013
C -3.9580 -0.3508 -0.8003 -0.155
C 0.5712 0.0469 -0.9656 -0.330
C 2.0293 1.9727 -0.5725 -0.259
C -1.0407 -1.8181 -1.1348 -0.199
C -2.5894 0.3893 1.0804 -0.151
H 4.1548 1.8493 -0.8874 0.111
H -2.3447 -3.0810 -0.0523 0.077
H -1.8997 -3.6919 -1.6520 0.099
H 1.1613 2.3766 -1.1035 0.143
H 2.3700 4.6323 1.5861 0.109
H -3.6130 -0.8110 -2.8931 0.125
H -1.2627 0.6181 2.7827 0.127
H 3.0861 -2.1847 0.6608 0.170
H -1.1036 -0.9359 1.9095 0.123
H 4.4152 4.0889 0.3049 0.117
H -3.8179 0.7124 -1.0210 0.124
H -4.8069 -2.0887 1.0054 0.125
H 1.4068 4.5534 0.1077 0.114
H -0.7344 -3.7711 -0.3279 0.068
H 2.9848 2.2454 1.3358 0.113
H 3.1942 1.7608 -2.3733 0.123
H -5.0325 -0.5568 -0.7996 0.121
H -3.5785 -2.2283 -1.8239 0.110
H 2.5852 4.1524 -2.1349 0.114
H 1.2231 2.4292 1.3744 0.118
H 3.6354 5.5277 -0.3616 0.107
H -3.2477 1.2019 1.4351 0.134
H -4.1068 -2.1337 3.4355 0.127
H -1.8916 0.7943 0.3471 0.109
H -2.7861 -2.5777 2.3136 0.121
H -1.4913 -0.0958 -1.9891 0.110
H -4.9944 -0.5076 1.8155 0.130
H 4.3408 3.9633 -2.1645 0.109
```

E_HOMO = -8.731 eV
Gap between HOMO and LUMO = 9.267 eV
ΔE to the lowest compared entry with this formula, charge and spin = 0.000 eV
LUMO level = 0.020 hartree
Multiplicity = 1

The following is a quantum chemistry calculation of a single C18H28N4O5S molecule, from OMol25.

Geometry as XYZ:
```
56
Properties=species:S:1:pos:R:3:lowdin_charge:R:1
S -2.2404 -1.9683 -1.5015 0.677
O 0.2453 -0.1037 1.9999 0.065
O 2.3838 2.1874 -2.5072 0.055
O -0.8162 1.8747 1.7697 0.009
O -3.1712 -1.0663 -0.8761 -0.295
O -2.7316 -2.8440 -2.5313 -0.291
N 0.3895 0.2370 -3.4500 -0.082
N 2.2050 1.2772 -0.4500 0.122
N 1.3634 1.8401 2.3098 -0.047
N -1.4238 -2.8073 -0.3176 -0.228
C -2.3665 -4.1854 1.3515 -0.157
C -1.0319 -4.1700 -0.6450 -0.186
C 1.4688 3.2562 2.0455 -0.126
C 0.2581 1.1122 2.0170 -0.557
C 0.8330 0.4036 -2.1624 -0.115
C -1.9337 -2.7535 1.0427 -0.195
C -2.0437 1.1718 1.5375 -0.211
C -0.9219 -0.9916 -2.1556 -0.256
C 0.0209 -0.3606 -1.3388 0.005
C -1.3047 -5.0010 0.6151 -0.160
C 2.9642 2.3113 0.2215 -0.289
C 3.6683 1.7278 1.4456 -0.107
C 0.9621 0.8119 -4.6390 -0.002
C -3.1591 2.1916 1.4193 -0.052
C 1.8735 1.3648 -1.7606 -0.409
C 2.0579 3.4887 0.6443 -0.090
C -0.6645 -0.6039 -3.4505 -0.033
C 2.6422 1.1704 2.4488 -0.127
H -3.3514 -4.3741 0.9224 0.118
H 1.7196 0.6078 0.1220 0.109
H -2.7469 -2.0306 1.0841 0.104
H 1.2597 3.5850 -0.0920 0.119
H -0.4011 -5.0638 1.2224 0.110
H -1.6287 -4.5096 -1.4963 0.106
H 4.3520 0.9354 1.1423 0.119
H 3.6949 2.6735 -0.5097 0.146
H -3.2787 2.7416 2.3494 0.077
H -2.3957 -4.3933 2.4189 0.110
H 2.4701 0.1033 2.2950 0.121
H 0.4845 3.7122 2.1371 0.124
H 4.2565 2.5216 1.9073 0.117
H 0.0609 -0.4902 -0.2763 0.091
H 2.6319 4.4149 0.6377 0.116
H -2.2179 0.4840 2.3718 0.129
H 1.6105 1.6385 -4.3538 0.077
H -2.9356 2.8948 0.6217 0.079
H 0.1683 1.1726 -5.2926 0.097
H -4.0831 1.6739 1.1823 0.081
H 1.5499 0.0648 -5.1771 0.100
H -1.6355 -6.0090 0.3734 0.109
H 3.0057 1.3094 3.4733 0.127
H -1.1737 -0.8822 -4.3512 0.138
H -1.1261 -2.4251 1.7058 0.116
H -1.9653 0.5820 0.6183 0.098
H 0.0243 -4.1888 -0.9302 0.120
H 2.1245 3.6804 2.8116 0.128
```

E_HOMO = -8.783 eV
Gap between HOMO and LUMO = 9.500 eV
ΔE to the lowest compared entry with this formula, charge and spin = 0.000 eV
LUMO level = 0.026 hartree
Multiplicity = 1